DFT (ωB97M-V with the def2-TZVPD basis set) results for a cluster of 2 separate species, C9H14O in total in a non-equilibrium geometry.

**SMILES**: Cc1ccc(O)cc1.CC
**LUMO**: 0.032 hartree
**Kohn-Sham gap**: 9.0 eV
**E_HOMO**: -0.300 hartree

XYZ file:
```
24
Properties=species:S:1:pos:R:3:forces:R:3
C 0.84436 1.26317 2.60956 -3.940 -0.347 1.703
C 0.72805 0.58394 1.28770 0.759 -2.339 -1.023
C 0.65384 -0.90227 1.26080 -0.039 3.796 2.656
C 0.79198 -1.63354 0.17267 2.314 -0.072 -3.942
C 1.25726 -0.86212 -1.01827 -1.991 -2.427 1.173
O 1.33301 -1.68434 -2.12445 -1.004 -0.474 1.624
C 1.29556 0.50479 -1.00562 2.755 0.718 -4.134
C 1.05171 1.24370 0.10323 -1.281 -0.586 3.493
H 1.40205 2.17484 2.52210 0.244 0.371 0.367
H 1.22915 0.54261 3.32581 0.695 0.276 0.072
H -0.25523 1.47707 3.18238 2.671 -0.162 -1.840
H 0.56147 -1.29461 2.25355 -0.370 -0.682 0.277
H 0.81437 -2.75478 0.08390 -0.238 1.406 0.275
H 1.92280 -1.43712 -2.79420 1.343 1.076 -1.315
H 1.79114 1.07610 -1.92332 -1.501 -1.392 1.663
H 0.98798 2.30306 0.20637 0.575 0.741 -0.703
C -2.14758 -0.74748 -0.74837 -3.011 -1.104 3.874
C -1.92568 0.53642 -1.38204 2.730 1.240 2.397
H -2.51115 -1.50812 -1.42615 -0.089 -0.198 -0.071
H -1.43390 -1.20311 -0.04380 -0.001 0.606 -0.930
H -3.01799 -0.47430 0.01574 1.152 -1.320 -1.467
H -0.92579 0.87056 -1.37194 1.554 -0.390 -0.465
H -2.25718 1.38118 -0.85413 -1.657 0.970 0.708
H -2.19022 0.54435 -2.33150 -1.670 0.294 -4.392
```
Forces are in eV/Å.

Need the natural (NBO) charges? In units of e they are: -0.62, -0.03, -0.22, -0.23, 0.30, -0.69, -0.30, -0.21, 0.22, 0.22, 0.20, 0.21, 0.24, 0.48, 0.22, 0.22, -0.62, -0.63, 0.21, 0.22, 0.19, 0.22, 0.20, 0.20

---

DFT (ωB97M-V with the def2-TZVPD basis set) results for a cluster of 2 separate species, C4H4O2 in total.

**SMILES**: C=C=C=O.C=O
**LUMO**: -0.028 hartree
**Kohn-Sham gap**: 8.5 eV
**E_HOMO**: -0.341 hartree

XYZ file:
```
10
Properties=species:S:1:pos:R:3:forces:R:3
C -1.71889 -0.11585 0.19311 0.093 -0.011 -0.095
C -1.03568 -0.18321 -0.93637 0.070 0.027 0.078
C 0.11177 -0.12773 -1.54176 0.364 -0.022 -0.517
O 1.05010 -0.11013 -2.24891 -0.778 -0.032 0.474
H -1.19396 0.05420 1.13721 -0.240 -0.031 -0.130
H -2.80073 -0.22659 0.23511 0.135 0.002 -0.124
C 1.39499 0.17582 0.77999 -0.051 0.092 0.372
O 0.68628 0.37614 1.73822 0.510 -0.068 -0.259
H 1.71292 -0.84201 0.48419 -0.046 0.077 0.092
H 1.79321 0.99935 0.15919 -0.056 -0.035 0.109
```
Forces are in eV/Å.

Need the natural (NBO) charges? In units of e they are: -0.22, -0.35, 0.63, -0.46, 0.23, 0.20, 0.27, -0.53, 0.12, 0.12

---

DFT (ωB97M-V with the def2-TZVPD basis set) results for a cluster of 2 separate species, C14H16O in total in a non-equilibrium geometry.

**SMILES**: Cc1ccc(O)cc1.Cc1ccccc1
**LUMO**: 0.032 hartree
**Kohn-Sham gap**: 9.5 eV
**E_HOMO**: -0.317 hartree

XYZ file:
```
31
Properties=species:S:1:pos:R:3:forces:R:3
C -0.44214 2.53546 -2.64536 -0.170 -0.207 -0.182
C 0.41238 1.47549 -2.00822 0.621 -0.583 -0.340
C 0.55483 1.35180 -0.62284 -1.145 0.434 -0.763
C 1.46959 0.50486 -0.02143 0.106 0.690 -0.825
C 2.25196 -0.27638 -0.85700 0.206 -0.914 0.158
O 2.99176 -1.32271 -0.30645 0.378 0.402 0.310
C 2.15565 -0.19262 -2.23454 -0.662 0.340 -0.079
C 1.19728 0.64443 -2.80254 1.030 0.189 0.055
H -0.36109 3.46799 -2.09258 -0.305 0.030 0.128
H -1.48131 2.22393 -2.76956 -0.098 0.134 0.340
H -0.10259 2.75026 -3.65570 0.212 -0.047 -0.078
H -0.23548 1.89168 -0.10560 0.634 0.196 0.681
H 1.66990 0.61211 1.02638 -0.100 -0.623 0.201
H 3.93960 -1.14734 -0.34116 -0.117 0.055 -0.103
H 2.82104 -0.74454 -2.88404 -0.068 -0.310 0.164
H 1.20620 0.68790 -3.88596 -0.346 0.229 0.004
C -0.17431 0.71524 2.80595 -0.534 0.267 -1.675
C -0.92707 -0.34695 2.01749 1.055 -1.216 0.453
C -0.30890 -1.59887 2.01266 -0.484 -0.466 -0.181
C -0.91565 -2.70640 1.42335 0.682 0.405 -0.395
C -2.11585 -2.56343 0.75358 -0.737 0.083 0.875
C -2.77986 -1.33992 0.82103 0.227 -0.112 -0.587
C -2.14314 -0.23532 1.34665 0.030 0.898 1.507
H -0.45922 0.79789 3.84746 -0.166 0.120 0.052
H -0.28872 1.63768 2.23812 -0.246 0.533 0.566
H 0.88362 0.51458 2.70780 0.184 -0.268 0.538
H 0.65363 -1.74435 2.48759 -0.008 0.122 0.093
H -0.38491 -3.64803 1.44609 -0.115 -0.134 -0.047
H -2.64068 -3.42017 0.36387 0.067 -0.157 -0.233
H -3.79739 -1.24413 0.46650 0.054 0.000 -0.237
H -2.64913 0.71986 1.46847 -0.186 -0.088 -0.399
```
Forces are in eV/Å.

Need the natural (NBO) charges? In units of e they are: -0.65, 0.05, -0.22, -0.25, 0.27, -0.71, -0.25, -0.22, 0.22, 0.22, 0.22, 0.20, 0.22, 0.48, 0.22, 0.21, -0.63, 0.00, -0.21, -0.20, -0.22, -0.20, -0.23, 0.23, 0.21, 0.21, 0.21, 0.21, 0.21, 0.21, 0.21

---

DFT (ωB97M-V with the def2-TZVPD basis set) results for a structure of composition C31H39AsBr2N2PdSb2 in a non-equilibrium geometry.

**LUMO (spin up / spin down)**: -0.377 / -0.518 hartree
**<S²>**: 6.047
**Spin multiplicity**: 5
**Kohn-Sham gap (spin up / spin down)**: 8.0 / 4.5 eV
**E_HOMO (spin up / spin down)**: -0.671 / -0.682 hartree
**Total charge**: +4

XYZ file:
```
78
Properties=species:S:1:pos:R:3:forces:R:3
Pd -0.42273 0.52643 0.09386 1.207 0.630 0.014
C -1.89936 -5.38905 -2.97150 0.036 0.019 0.349
Sb -1.24775 -3.78308 -1.70748 -0.399 0.162 -0.519
C -2.18366 -2.28904 -2.99069 0.213 -0.034 0.355
C -3.17574 -3.70665 -0.36428 0.023 -0.003 0.356
C -2.94120 -4.54482 0.76386 0.110 0.258 0.213
C -3.19382 -5.93575 0.57487 -0.010 -0.227 0.143
C -2.93912 -6.84944 1.55253 -0.022 -0.133 -0.063
C -2.39059 -6.41797 2.77357 0.007 -0.193 -0.084
C -2.13361 -5.06653 2.99653 -0.004 0.409 -0.183
C -2.43282 -4.09420 2.05499 -0.047 -0.610 0.025
C -2.36936 -2.68132 2.50975 0.550 0.678 -0.636
Sb -0.58844 -1.40509 2.02457 -0.479 -0.504 0.603
C 0.98241 -2.84707 2.13594 -0.006 0.152 -0.116
C -0.42499 -0.56814 3.99502 0.002 -0.070 -0.264
H -1.67618 -6.35618 -2.52739 -0.001 -0.004 0.008
H -1.36860 -5.31389 -3.92052 0.032 0.074 0.020
H -2.96968 -5.28912 -3.14677 0.011 -0.008 -0.054
H -3.26624 -2.40750 -2.95146 0.014 -0.015 -0.029
H -1.85323 -2.43393 -4.01788 0.053 -0.037 0.000
H -1.90755 -1.28112 -2.66537 -0.048 -0.054 -0.033
H -3.87250 -4.13283 -1.08241 0.011 0.114 -0.087
H -3.29949 -2.63927 -0.20314 0.095 0.034 0.027
H -3.62888 -6.25499 -0.36425 0.053 0.001 -0.031
H -3.15861 -7.89699 1.39696 -0.007 -0.002 0.024
H -2.20307 -7.13802 3.56006 0.054 0.010 -0.006
H -1.74353 -4.76087 3.95922 -0.068 -0.041 0.050
H -2.28511 -2.65692 3.59412 -0.167 0.036 0.005
H -3.23975 -2.10411 2.20183 -0.047 -0.009 0.030
H 0.88310 -3.35030 3.09725 -0.050 0.030 0.011
H 1.94484 -2.34039 2.09355 -0.018 0.014 -0.014
H 0.91214 -3.56909 1.32753 -0.039 0.012 -0.058
H -0.57732 -1.37909 4.70623 0.002 -0.029 -0.032
H -1.17421 0.20156 4.17017 -0.004 -0.005 -0.016
H 0.57644 -0.16616 4.13960 -0.010 0.006 -0.022
Br 3.51101 5.40256 2.94407 -0.380 -0.408 -0.278
C 2.34557 4.13004 2.19304 0.323 0.391 0.289
C 1.57042 3.31672 3.01432 -0.055 0.028 -0.092
C 0.73316 2.39773 2.41478 -0.006 0.121 0.211
N 0.66510 2.23759 1.09103 -0.504 -0.694 -0.292
C 1.41491 3.01212 0.28864 0.077 0.183 0.149
C 2.25296 3.98331 0.81170 -0.060 -0.021 -0.039
C 1.37991 2.70497 -1.15681 0.032 -0.005 -0.215
C 1.72075 3.63148 -2.12772 0.036 0.063 0.117
C 1.82401 3.21754 -3.45212 0.109 0.263 -0.394
Br 2.28684 4.44537 -4.80395 -0.139 -0.371 0.435
C 1.59813 1.87970 -3.75665 0.012 0.050 0.015
C 1.20183 1.03850 -2.73515 0.009 -0.083 -0.160
N 1.06413 1.43211 -1.46549 -0.560 -0.135 0.289
H 1.61432 3.40413 4.09065 -0.018 -0.004 0.004
H 0.08478 1.77526 3.01691 0.043 0.000 -0.043
H 2.85653 4.60081 0.16178 0.042 -0.044 -0.001
H 1.90182 4.66557 -1.86867 0.082 -0.018 0.014
H 1.72216 1.50552 -4.76294 0.002 -0.014 0.004
H 1.02453 -0.00875 -2.93845 -0.126 -0.052 -0.016
C -2.96841 2.86660 1.37972 0.084 0.037 0.013
As -2.63166 1.66811 -0.10710 -0.346 0.167 0.143
C -4.38987 0.86305 -0.34228 0.117 -0.022 -0.135
C -2.42874 2.91746 -1.67745 -0.080 -0.082 0.108
C -3.67394 3.25881 -2.40216 0.258 0.093 -0.009
C -4.36547 4.46636 -2.11842 -0.259 0.235 -0.110
C -5.39058 4.87357 -2.92672 0.185 0.161 0.443
C -5.81780 4.04667 -3.99511 -0.171 0.013 -0.121
C -5.12619 2.85043 -4.30331 0.238 -0.293 0.118
C -4.10113 2.44804 -3.49683 -0.162 -0.078 -0.291
H -3.80463 3.52789 1.15202 0.024 -0.012 -0.065
H -2.07951 3.45208 1.60823 -0.002 0.013 -0.069
H -3.23395 2.28007 2.25983 0.012 -0.082 -0.061
H -5.12756 1.66600 -0.37746 0.032 0.019 0.023
H -4.61674 0.22702 0.51232 0.076 0.009 0.012
H -4.45497 0.27940 -1.25875 0.075 -0.035 0.019
H -1.71707 2.43247 -2.34979 -0.037 -0.040 0.036
H -1.96395 3.80692 -1.24867 -0.002 -0.012 0.005
H -4.04548 5.09929 -1.30034 0.057 -0.023 0.004
H -5.87326 5.82635 -2.75125 -0.096 -0.043 -0.017
H -6.70441 4.31204 -4.56026 0.064 0.075 -0.052
H -5.41694 2.27036 -5.16883 -0.052 -0.027 0.034
H -3.56632 1.53153 -3.71514 0.020 0.015 -0.011
```
Forces are in eV/Å.

Need the Löwdin charges? In units of e they are: 0.48, -0.31, 1.37, -0.34, -0.22, -0.25, 0.00, 0.00, 0.05, 0.00, -0.22, -0.26, 1.33, -0.27, -0.29, 0.02, 0.03, 0.02, 0.01, 0.02, -0.04, 0.08, 0.06, 0.13, 0.14, 0.14, 0.13, 0.06, 0.06, 0.03, 0.03, 0.00, 0.03, 0.02, 0.02, 0.92, -0.63, -0.05, -0.12, 0.00, -0.21, -0.02, -0.23, -0.04, -0.64, 0.90, -0.06, -0.11, 0.01, 0.13, 0.08, 0.13, 0.12, 0.13, 0.12, -0.25, 1.12, -0.25, -0.26, -0.21, 0.02, 0.04, 0.10, 0.02, 0.01, 0.05, 0.03, 0.05, 0.05, 0.04, 0.03, 0.07, 0.10, 0.14, 0.15, 0.15, 0.14, 0.13

---

DFT (ωB97M-V with the def2-TZVPD basis set) results for a structure of composition C19H16BrN5O3PrS2 in a non-equilibrium geometry.

**LUMO (spin up / spin down)**: 0.074 / 0.074 hartree
**<S²>**: 2.002
**Spin multiplicity**: 3
**Kohn-Sham gap (spin up / spin down)**: 5.7 / 5.7 eV
**E_HOMO (spin up / spin down)**: -0.134 / -0.134 hartree
**Total charge**: -1

XYZ file:
```
47
Properties=species:S:1:pos:R:3:forces:R:3
Pr -20.14972 2.30155 -1.64097 -0.109 0.241 0.288
N -23.78178 -0.24380 -1.32032 -1.438 -0.097 -0.466
C -22.45602 0.00802 -1.31050 -1.294 0.107 -0.111
O -21.94459 0.72454 -2.18437 -0.231 0.031 -0.540
C -21.71866 -0.54274 -0.17714 0.177 -0.145 0.546
C -21.22510 0.70943 0.53385 0.269 0.339 -1.838
H -24.35380 0.12287 -2.10399 0.642 -0.425 1.036
H -24.23532 -0.79667 -0.56653 0.752 0.763 -1.147
H -20.91947 -1.08166 -0.69354 0.246 -0.318 0.557
H -22.39310 -1.22805 0.41767 0.741 0.222 -0.513
H -20.35968 0.57020 1.11851 0.816 -0.311 1.057
H -22.05156 1.16481 1.03012 -0.463 0.456 0.766
S -19.53949 3.25635 -4.34897 -0.872 -1.026 0.408
C -19.20270 4.87767 -3.93905 0.995 2.012 1.109
C -19.41388 5.90066 -4.94851 0.250 0.985 -2.029
N -19.59166 6.67847 -5.81520 0.241 -1.702 2.090
C -18.65858 5.36791 -2.73519 0.067 2.033 -3.428
S -18.81627 4.95042 -1.15273 -0.103 -1.948 2.319
C -17.80469 6.57433 -2.84740 2.512 2.288 -0.222
N -16.94983 7.40646 -2.84820 -3.230 -2.840 -0.040
Br -12.88681 0.30568 0.23422 0.492 0.651 0.344
C -14.43149 -0.37774 -0.54402 -0.706 -0.780 -0.012
C -14.37223 -1.73198 -0.89361 0.237 0.279 0.548
N -15.43999 -2.34225 -1.38342 0.211 0.215 -0.551
C -16.51290 -1.59659 -1.70249 0.078 -0.019 0.419
C -16.66352 -0.23013 -1.42227 -0.597 -0.928 0.500
C -15.61571 0.33591 -0.68702 0.432 2.036 -1.042
C -17.97687 0.58453 -1.62342 0.536 1.013 0.096
O -18.91789 0.33648 -2.43647 1.409 -0.876 0.803
O -18.00840 1.64599 -0.90050 0.100 -1.061 -0.253
H -13.41821 -2.29067 -0.67859 -1.265 0.369 -0.396
H -17.29783 -2.19027 -2.12411 -0.560 0.119 -0.347
H -15.67632 1.44519 -0.47103 0.063 -1.561 0.111
C -25.64296 6.16958 0.07284 1.644 0.792 0.276
C -24.30552 5.48789 -0.16985 0.141 -0.156 -1.370
C -23.02889 5.78347 0.39660 -1.777 0.187 -0.487
C -21.93019 5.05461 0.03280 0.331 -1.107 -2.225
N -21.97991 4.05667 -0.89949 -2.065 0.840 -0.048
C -23.19195 3.88708 -1.54022 2.480 -0.836 0.109
C -24.33799 4.56448 -1.25155 -0.243 0.011 1.096
H -25.98360 6.64476 -0.84397 0.092 0.237 0.005
H -25.56756 6.88753 0.88484 -0.159 0.200 -0.036
H -26.37170 5.44832 0.32127 -0.832 -0.933 0.423
H -22.82112 6.66986 0.97844 -0.507 -0.050 0.422
H -20.92103 5.38943 0.23757 -0.003 -0.260 0.590
H -23.16464 3.16234 -2.37174 -0.048 0.265 0.506
H -25.23880 4.26751 -1.83187 0.549 0.687 0.676
```
Forces are in eV/Å.

Need the natural (NBO) charges? In units of e they are: 1.43, -0.81, 0.74, -0.69, -0.49, -0.93, 0.40, 0.41, 0.24, 0.16, 0.20, 0.18, -0.24, -0.33, 0.29, -0.39, -0.30, -0.20, 0.28, -0.39, 0.07, -0.16, 0.03, -0.42, 0.06, -0.16, -0.16, 0.79, -0.68, -0.72, 0.20, 0.20, 0.27, -0.64, 0.07, -0.28, 0.08, -0.48, 0.07, -0.27, 0.23, 0.22, 0.22, 0.23, 0.24, 0.21, 0.22